Record 1
# C9H21FN6O15

7 unconnected molecules or ions with the total composition C9H21FN6O15 (ωB97M-V with the def2-TZVPD basis set, the OMol25 dataset).

Geometry (Å):
F  2.344  -2.952  -0.445
O  -4.030  4.707  -6.985
O  8.576  -5.177  4.436
O  1.260  6.597  3.668
O  -4.362  -4.331  2.097
O  2.159  -3.678  -6.572
O  -6.667  1.499  1.855
O  1.154  -1.098  -0.278
O  8.303  -4.212  2.454
O  -6.292  3.429  2.790
O  -0.508  0.023  0.724
O  -0.281  5.420  4.609
O  1.185  -0.924  1.889
O  -3.308  -5.502  0.580
O  -4.275  5.427  -4.881
O  0.948  -2.036  -6.026
N  -4.031  4.523  -5.741
N  -6.278  2.241  2.754
N  8.845  -4.305  3.559
N  2.039  -2.545  -6.235
N  0.129  6.154  3.715
N  -4.077  -4.641  0.963
C  -4.711  -3.798  -0.116
C  0.554  -0.569  0.785
C  3.216  -1.715  -6.408
C  2.358  -1.714  0.133
C  -0.689  6.425  2.467
C  -5.659  1.679  3.992
C  2.226  -1.837  1.591
C  9.720  -3.205  3.962
C  -3.749  3.156  -5.252
H  3.470  -1.802  -7.464
H  -1.700  6.018  2.495
H  -4.744  2.742  -5.088
H  9.566  -2.312  3.356
H  10.740  -3.568  3.833
H  2.922  -0.708  -6.112
H  -0.163  6.170  1.547
H  -5.589  -4.313  -0.506
H  -3.112  2.581  -5.924
H  -0.804  7.508  2.435
H  3.286  -1.226  -0.164
H  -4.077  -3.635  -0.987
H  -6.239  1.915  4.884
H  1.823  -2.792  1.927
H  -4.657  2.089  4.114
H  9.597  -2.904  5.003
H  -3.215  3.243  -4.306
H  -5.547  0.595  3.988
H  -4.817  -2.894  0.485
H  4.039  -2.079  -5.793
H  3.119  -1.666  2.191

Results
SMILES string = O=C1OC[C@@H](F)O1.C[N+](=O)[O-].C[N+](=O)[O-].C[N+](=O)[O-].C[N+](=O)[O-].C[N+](=O)[O-].C[N+](=O)[O-]

Record 2
# C9H21N2

2 unconnected molecules or ions with the total composition C9H21N2 (ωB97M-V with the def2-TZVPD basis set, the OMol25 dataset).

Geometry (Å):
N  0.613  -0.055  0.960
N  2.477  0.152  4.715
C  2.213  0.084  3.422
C  -0.127  1.233  0.881
C  -1.555  -1.318  0.335
C  1.853  -0.050  0.147
C  -1.551  1.220  0.336
C  -2.357  -0.056  0.665
C  2.756  -1.025  5.558
C  2.722  1.418  5.427
C  -0.128  -1.328  0.879
H  2.585  1.212  6.506
H  -2.105  -2.180  0.722
H  1.916  0.829  -0.515
H  1.925  -0.929  -0.514
H  2.779  -0.039  0.762
H  -1.532  -1.469  -0.747
H  2.130  -0.890  2.913
H  3.753  1.761  5.254
H  -2.559  -0.052  1.739
H  2.037  2.214  5.128
H  -3.324  -0.047  0.150
H  2.611  -0.708  6.606
H  -1.528  1.369  -0.748
H  -0.178  -1.791  1.876
H  -2.102  2.085  0.726
H  -0.165  1.695  1.878
H  3.796  -1.354  5.421
H  0.466  1.925  0.260
H  0.466  -2.029  0.271
H  2.095  -1.868  5.346
H  2.108  0.996  2.821

Results
Total charge = +1

Quick rundown of highest occupied orbital energy, same order as above: -11.1, -11.4 eV
Quick rundown of max |F|, same order as above: 3.73, 2.48 eV Å⁻¹